{
  "formula": "C3H9N2",
  "method": "the ωB97M-V functional and the def2-TZVPD basis",
  "species": ["H", "C", "H", "N", "H", "C", "N", "C", "H", "H", "H", "H", "H", "H"],
  "xyz": [[-0.495, 0.822, -1.852], [0.699, -0.519, 1.156], [1.074, -0.441, -2.806], [0.893, -0.669, -1.839], [-2.139, 0.163, 0.817], [-0.134, 0.203, 0.140], [-1.368, 0.828, 0.707], [0.103, 0.210, -1.181], [-1.083, 1.190, 1.625], [1.554, -1.318, -1.442], [0.487, -0.037, 2.124], [1.773, -0.526, 1.057], [-1.683, 1.625, 0.157], [0.319, -1.530, 1.337]],
  "forces_ev_per_a": [[0.0, 0.0, 0.1], [-1.7, 0.0, 1.2], [0.1, -0.2, 0.2], [0.5, 0.6, -0.9], [0.1, 0.1, 0.1], [0.9, -0.3, -0.3], [1.1, 0.3, 0.0], [-1.1, -0.6, 0.2], [-0.5, 0.0, 0.0], [-0.2, 0.2, 0.4], [0.4, 0.0, 0.0], [0.2, 0.1, -0.5], [-0.2, 0.0, -0.2], [0.3, -0.2, -0.2]],
  "max_force_ev_per_a": 2.1,
  "e_homo_ev": -12.8,
  "lumo_energy_ha": -0.131,
  "smiles": "C/C([NH3+])=C\\N",
  "gap_ha": 0.3387,
  "total_charge": 1,
  "e_above_lowest_kcal_mol": 25.1
}

***

{
  "formula": "C47H31N4O4PTl",
  "method": "the ωB97M-V functional and the def2-TZVPD basis",
  "species": ["C", "C", "C", "P", "O", "O", "Tl", "C", "H", "C", "H", "H", "C", "C", "H", "H", "H", "C", "C", "H", "N", "H", "C", "H", "C", "O", "C", "C", "H", "H", "C", "C", "C", "C", "C", "H", "C", "C", "C", "H", "C", "H", "C", "C", "C", "C", "H", "N", "H", "C", "C", "C", "H", "C", "H", "H", "C", "C", "C", "H", "H", "N", "H", "H", "C", "C", "H", "C", "H", "H", "C", "C", "C", "C", "H", "C", "C", "H", "C", "C", "H", "H", "H", "N", "C", "O", "C", "C"],
  "xyz": [[-1.143, -0.819, -4.750], [6.334, -3.079, -1.509], [1.305, -2.627, -2.875], [1.999, -1.954, -0.349], [-1.579, -1.823, -0.136], [-3.337, -2.273, -1.423], [-0.159, -0.048, 0.264], [0.881, 2.734, -0.828], [-5.779, 2.490, 1.406], [3.983, -3.550, -1.642], [-2.641, -2.109, -3.906], [-5.346, 0.104, 1.970], [-1.845, -1.407, -3.708], [2.285, 4.028, -2.329], [7.352, -3.306, -1.791], [0.347, 0.638, -5.202], [2.349, 4.694, -3.178], [5.288, -3.849, -1.991], [-2.859, 4.886, -0.142], [5.131, 1.078, 1.760], [1.956, 1.322, 0.751], [2.832, 0.217, 2.219], [0.264, -1.066, 2.200], [0.801, -3.004, -4.918], [6.072, -2.012, -0.666], [-0.601, -0.610, -7.051], [-0.484, -4.639, -2.254], [2.085, 2.236, -0.224], [-0.823, -4.765, -4.369], [-1.074, 0.282, 3.163], [-2.535, 2.178, 0.421], [-4.812, 2.039, 1.223], [-0.274, -4.282, -3.573], [0.100, 0.374, -3.083], [1.026, 3.611, -1.902], [5.489, -4.683, -2.649], [1.840, -2.795, 1.278], [2.538, -3.963, 1.493], [-1.517, -1.099, -2.395], [0.479, -2.803, 5.659], [2.562, -4.587, 2.747], [4.405, 3.990, -2.018], [-2.232, -1.794, -1.228], [-3.302, 0.199, 1.319], [-4.576, 0.731, 1.544], [3.358, 2.723, -0.628], [-1.203, -5.411, -2.020], [-0.275, 2.250, -0.306], [-0.906, -0.771, 5.372], [-0.178, 0.123, -4.411], [0.640, -3.286, -3.887], [3.438, 3.625, -1.700], [5.468, 2.607, -0.175], [1.083, -2.214, 2.340], [-0.810, 4.882, -0.719], [-3.067, -0.824, 1.575], [-1.635, 4.275, -0.380], [4.299, 1.411, 1.157], [-3.784, 2.820, 0.652], [-2.956, 5.945, -0.337], [6.883, -1.409, -0.280], [-0.535, -0.248, -2.091], [0.856, 1.091, -2.795], [4.554, -0.869, 0.322], [4.478, 2.268, 0.103], [0.419, -2.301, 4.703], [3.181, -4.168, -2.022], [3.710, -2.468, -0.809], [-4.889, 4.664, 0.503], [3.092, -4.418, 0.685], [-3.936, 4.181, 0.340], [-0.435, -0.583, 3.278], [-1.320, -1.245, -6.278], [1.140, -2.845, 3.620], [3.113, -5.510, 2.877], [3.010, 0.936, 1.428], [-1.435, 2.911, -0.155], [0.154, 3.942, -2.444], [-0.354, -1.190, 4.541], [1.093, -2.986, -1.542], [1.924, -4.472, 4.779], [2.013, -1.835, -3.105], [0.037, -4.284, -0.200], [-2.330, 0.900, 0.782], [0.204, -4.004, -1.230], [-2.107, -2.171, -6.465], [1.896, -4.022, 3.795], [4.768, -1.707, -0.325]],
  "forces_ev_per_a": [[0.0, -0.1, -0.4], [0.1, 0.0, 0.0], [0.1, -0.1, 0.1], [0.2, -0.7, -0.3], [0.2, 0.1, 0.5], [-0.3, -0.1, -0.1], [-0.4, 0.2, 0.1], [0.0, 0.4, -0.3], [0.0, 0.0, 0.0], [0.0, 0.0, 0.1], [0.0, -0.1, 0.0], [0.0, 0.0, 0.0], [-0.1, 0.2, 0.0], [0.6, 0.0, 0.0], [0.1, 0.0, 0.0], [0.1, 0.0, -0.1], [0.0, 0.1, -0.1], [0.2, 0.0, -0.1], [-0.6, -0.1, 0.2], [0.1, 0.0, 0.0], [0.4, 0.0, 0.5], [0.0, -0.2, 0.0], [-0.3, 0.5, -0.4], [0.0, 0.0, -0.1], [0.1, 0.0, 0.0], [0.5, 0.5, -0.5], [-0.1, -0.1, -0.1], [0.6, 0.4, -0.3], [-0.1, 0.0, 0.0], [0.0, 0.1, 0.0], [-0.5, 0.6, 0.0], [0.1, -0.2, 0.0], [0.0, -0.1, 0.0], [0.1, 0.2, -0.2], [-0.4, -0.3, 0.4], [0.0, 0.0, 0.0], [0.2, -0.3, -0.2], [-0.1, 0.2, -0.1], [-0.3, -0.3, 0.1], [0.0, 0.0, 0.1], [-0.1, -0.1, 0.3], [0.1, 0.0, 0.0], [0.1, 0.1, -0.4], [0.2, -0.1, -0.1], [-0.2, 0.2, 0.0], [-0.3, -0.3, 0.2], [-0.1, -0.1, 0.1], [0.1, -1.0, 0.1], [0.0, 0.0, 0.1], [0.0, 0.0, 0.1], [0.1, 0.0, -0.1], [-0.1, 0.3, -0.4], [0.0, 0.1, 0.0], [0.0, -0.1, 0.2], [0.1, 0.0, -0.1], [0.0, -0.1, -0.1], [0.3, -0.3, -0.1], [0.2, 0.3, -0.1], [0.4, -0.3, 0.0], [0.0, 0.1, 0.0], [0.1, 0.0, 0.0], [-0.1, 0.0, 0.4], [0.1, 0.0, 0.0], [0.1, 0.0, 0.0], [-0.2, -0.1, 0.2], [-0.1, 0.1, 0.2], [0.0, 0.1, 0.0], [-0.1, 0.2, 0.0], [-0.1, 0.0, 0.0], [0.0, 0.0, -0.1], [0.0, 0.5, -0.1], [0.1, 0.1, -0.4], [0.1, 0.3, 1.2], [0.0, 0.1, -0.2], [0.0, 0.0, 0.0], [-0.4, 0.1, -0.1], [0.0, 0.5, 0.0], [-0.1, 0.0, 0.0], [0.1, -0.2, 0.2], [0.0, 0.2, 0.1], [0.0, -0.1, 0.1], [-0.1, 0.0, -0.1], [-0.1, 0.0, 0.1], [-0.2, -0.3, 0.1], [0.2, 0.1, 0.0], [-0.6, -0.6, 0.0], [0.1, -0.1, -0.1], [-0.1, -0.1, 0.0]],
  "max_force_ev_per_a": 1.3,
  "e_homo_ev": -4.9,
  "lumo_energy_ha": 0.059,
  "gap_ha": 0.2403,
  "total_charge": -1
}

***

{
  "formula": "C2H4N",
  "method": "the ωB97M-V functional and the def2-TZVPD basis",
  "species": ["H", "H", "C", "N", "H", "C", "H"],
  "xyz": [[1.076, -1.436, -0.030], [-0.199, -1.253, 1.211], [0.081, -1.036, 0.181], [0.071, 0.321, -0.019], [-0.433, 3.432, -0.737], [0.049, 1.460, -0.102], [-0.644, -1.488, -0.502]],
  "forces_ev_per_a": [[-0.1, 0.1, 0.0], [0.0, 0.0, 0.0], [0.0, -2.3, 0.1], [0.1, 2.6, 0.0], [0.9, -3.2, 1.1], [-1.0, 2.8, -1.3], [0.1, 0.0, 0.1]],
  "max_force_ev_per_a": 3.5,
  "e_homo_ev": [-18.1, -18.0],
  "lumo_energy_ha": [-0.342, -0.353],
  "gap_ha": [0.3219, 0.3101],
  "total_charge": 1,
  "e_above_lowest_kcal_mol": 93.0
}